Density functional theory data (wB97M-V/def2-TZVPD) for a molecular structure, C28H54AuP2.

Structure (XYZ):
```
85
C28H54AuP2 | the OMol25 dataset | wB97M-V/def2-TZVPD
Au -2.002 0.145 -2.265
C 2.409 0.685 -1.256
C 1.477 1.516 -1.917
C 1.680 2.256 0.241
C 2.563 1.162 0.063
C 0.996 2.465 -0.983
C 3.127 -0.447 -1.896
H 2.431 -1.079 -2.464
H 3.626 -1.071 -1.148
H 3.890 -0.090 -2.602
C 3.514 0.634 1.077
H 4.333 0.092 0.591
H 3.029 -0.059 1.778
H 3.957 1.448 1.665
C 1.517 3.090 1.461
H 1.869 4.122 1.288
H 2.094 2.682 2.302
H 0.462 3.158 1.770
C -0.007 3.513 -1.275
H 0.405 4.292 -1.935
H -0.349 4.006 -0.360
H -0.884 3.080 -1.777
C 1.112 1.419 -3.352
H 2.005 1.527 -3.990
H 0.400 2.198 -3.635
H 0.650 0.447 -3.581
C -2.329 -1.819 -2.561
C -1.291 -1.329 -3.463
C -1.665 -1.048 -4.935
C -2.204 0.407 -5.213
C -2.648 1.140 -3.955
C -3.724 0.579 -3.178
C -4.401 -0.693 -3.599
C -3.742 -2.006 -3.018
H -2.341 -1.801 -5.363
H -2.996 0.408 -5.973
H -0.770 -1.183 -5.566
H -3.756 -2.845 -3.723
H -1.975 -2.398 -1.713
H -0.245 -1.579 -3.299
H -4.400 -2.334 -2.202
H -5.445 -0.667 -3.257
H -4.335 1.279 -2.604
H -4.526 -0.763 -4.697
H -1.411 0.942 -5.747
H -2.548 2.230 -3.959
P 0.469 -3.026 0.742
C 2.172 -3.032 1.443
H 2.525 -4.018 1.745
H 2.184 -2.378 2.316
H 2.875 -2.625 0.717
C -0.251 -4.456 1.653
H 0.317 -5.381 1.549
H -1.259 -4.617 1.261
H -0.337 -4.202 2.712
C 0.799 -3.853 -0.874
H -0.104 -3.743 -1.498
H 1.025 -4.924 -0.743
H 1.644 -3.351 -1.374
P -3.625 1.788 2.173
C -3.418 3.231 0.993
H -4.276 3.859 1.362
H -3.540 3.089 -0.096
H -2.514 3.822 1.224
C -4.868 0.631 1.437
H -5.066 0.654 0.351
H -5.746 1.050 1.995
H -4.761 -0.409 1.777
C -2.027 0.874 2.518
H -2.094 1.056 3.613
H -1.090 1.323 2.142
H -2.007 -0.202 2.303
C 2.067 0.860 4.845
C 1.424 -0.525 4.639
C 0.464 -0.914 5.786
C 0.740 -0.606 3.359
H 1.312 1.659 4.802
H 2.826 1.059 4.077
H 2.559 0.911 5.825
H 2.242 -1.279 4.626
H -0.402 -0.240 5.814
H 0.100 -1.939 5.653
H 0.977 -0.858 6.753
H -0.009 -1.379 3.198
H 1.037 0.027 2.524
```

The strongest force on any atom comes out at 0.1248 hartree/bohr. The value obtained for the HOMO energy (spin up / spin down) is -9.6 / -9.6 eV. The LUMO energy (spin up / spin down) is -4.404 / -4.405 eV. Its spin multiplicity is 3. Its total charge is +1. The HOMO-LUMO gap (spin up / spin down) comes out at 5.22 / 5.21 eV.



Density functional theory data (wB97M-V/def2-TZVPD) for a single CHN3OS molecule.

Structure (XYZ):
```
7
CHN3OS | the OMol25 dataset | wB97M-V/def2-TZVPD
C 0.070 0.701 0.365
H -0.355 -1.203 1.207
N -0.383 -0.610 0.363
N -0.135 -1.240 -0.761
N 0.169 -0.398 -1.658
O 0.309 0.848 -0.973
S 0.326 1.902 1.457
```

The strongest force on any atom comes out at 0.0675 hartree/bohr. The value obtained for the HOMO energy is -9.5 eV. The LUMO energy is 0.101 eV. As for the energy above the lowest of the compared OMol25 structures with the same formula, charge and spin: 2.548 eV. The HOMO-LUMO gap comes out at 9.57 eV. Its SMILES is S=c1[nH]nno1.



Density functional theory data (wB97M-V/def2-TZVPD) for a molecular structure, C18H47AsN13O6.

Structure (XYZ):
```
85
C18H47AsN13O6 | the OMol25 dataset | wB97M-V/def2-TZVPD
N -2.913 -0.375 -4.571
C -1.515 0.020 -4.254
C -0.557 -1.081 -4.688
C 0.124 -1.751 -3.487
As 1.821 -0.713 -2.959
C 2.268 -2.081 -1.467
C 1.678 -1.610 -0.156
C 2.251 -2.309 1.095
C 1.776 -1.584 2.327
C 0.566 -1.940 2.924
C 0.104 -1.233 4.026
C 0.851 -0.177 4.539
C 2.056 0.180 3.944
C 2.521 -0.521 2.844
H -3.015 -1.332 -4.252
H -3.548 0.166 -3.994
H -1.436 0.210 -3.186
H -1.288 0.944 -4.780
H 0.185 -0.710 -5.383
H -1.139 -1.835 -5.225
H 0.309 -2.812 -3.660
H -0.538 -1.681 -2.621
H 2.714 -1.513 -4.019
H 1.550 0.405 -4.054
H 0.929 0.156 -1.926
H 3.106 0.142 -2.451
H 3.351 -2.186 -1.395
H 1.881 -3.065 -1.742
H 0.594 -1.694 -0.186
H 1.927 -0.552 -0.044
H 3.331 -2.198 1.029
H 1.947 -3.351 1.124
H 0.002 -2.749 2.492
H -0.843 -1.520 4.461
H 0.470 0.374 5.386
H 2.613 1.016 4.340
H 3.444 -0.274 2.341
C -1.150 -2.956 7.311
O -2.023 -2.325 6.739
N -1.432 -3.851 8.311
N 0.178 -2.827 7.021
H -0.729 -4.378 8.793
H -2.396 -3.976 8.555
H 0.431 -2.182 6.289
H 0.907 -3.341 7.494
C 0.373 1.194 -8.180
O 0.360 0.926 -6.995
N -0.554 0.719 -9.074
N 1.362 1.997 -8.668
H -0.542 0.934 -10.051
H -1.277 0.128 -8.706
H 2.008 2.322 -7.968
H 1.481 2.275 -9.622
C -3.130 1.956 -1.031
O -3.116 0.790 -1.365
N -4.144 2.817 -1.398
N -2.150 2.509 -0.262
H -4.174 3.788 -1.144
H -4.870 2.445 -1.983
H -1.389 1.910 0.005
H -2.141 3.470 0.021
C -6.679 3.858 1.364
O -6.517 4.905 0.755
N -6.110 2.690 0.966
N -7.444 3.792 2.501
H -6.222 1.821 1.452
H -5.537 2.723 0.129
H -7.871 4.641 2.816
H -7.589 2.948 3.020
C 2.674 -1.938 9.316
O 2.671 -3.068 8.846
N 1.665 -1.055 9.084
N 3.691 -1.489 10.113
H 1.631 -0.129 9.462
H 0.914 -1.379 8.495
H 4.445 -2.123 10.295
H 3.718 -0.569 10.508
C 3.916 2.769 -5.990
O 3.394 3.620 -6.705
N 3.185 1.879 -5.271
N 5.278 2.652 -5.878
H 3.584 1.165 -4.688
H 2.181 1.915 -5.350
H 5.839 3.294 -6.403
H 5.725 1.963 -5.305
```

The strongest force on any atom comes out at 0.0189 hartree/bohr. The value obtained for the HOMO energy is -3.1 eV. The LUMO energy is 1.776 eV. Its total charge is -1. The HOMO-LUMO gap comes out at 4.91 eV.



Density functional theory data (wB97M-V/def2-TZVPD) for a molecular structure, C4H3BBr3FNO4.

Structure (XYZ):
```
17
C4H3BBr3FNO4 | the OMol25 dataset | wB97M-V/def2-TZVPD
O 3.505 -1.552 2.245
C 2.786 -0.999 1.235
O 2.905 -1.550 -0.124
B 1.857 0.319 1.633
C 0.398 0.488 0.894
O 0.373 1.234 -0.245
N -0.929 -0.057 1.374
C -0.878 -1.534 1.698
O -0.343 -2.087 2.798
F -1.533 -2.498 0.737
H 2.223 1.156 2.395
H -1.561 0.004 0.520
C -1.860 1.425 -3.102
Br -1.965 -0.299 -2.207
Br -1.910 2.902 -1.836
Br -0.318 1.535 -4.283
H -2.752 1.513 -3.731
```

The strongest force on any atom comes out at 0.1934 hartree/bohr. The value obtained for the HOMO energy is -4.5 eV. The LUMO energy is 1.937 eV. Its total charge is -1. The HOMO-LUMO gap comes out at 6.44 eV.



Density functional theory data (wB97M-V/def2-TZVPD) for a single C5H11NO molecule.

Structure (XYZ):
```
18
C5H11NO | the OMol25 dataset | wB97M-V/def2-TZVPD
O 2.312 0.718 1.183
C 1.880 0.605 0.067
C 0.511 1.080 -0.304
C -0.213 0.202 -1.360
C -0.665 -1.175 -0.876
C -1.137 -1.194 0.566
N -2.255 -0.306 0.759
H 2.497 0.072 -0.679
H -0.174 1.231 0.509
H 0.723 1.985 -0.885
H 0.511 0.080 -2.175
H -0.977 0.794 -1.864
H 0.107 -1.921 -1.055
H -1.530 -1.481 -1.459
H -0.309 -1.039 1.268
H -1.474 -2.209 0.810
H -2.444 0.261 -0.053
H -2.391 0.233 1.596
```

The strongest force on any atom comes out at 0.0417 hartree/bohr. The value obtained for the HOMO energy is -9.0 eV. The LUMO energy is 0.938 eV. As for the energy above the lowest of the compared OMol25 structures with the same formula, charge and spin: 1.530 eV. The HOMO-LUMO gap comes out at 9.97 eV. Its SMILES is NCCCCC=O.



Density functional theory data (wB97M-V/def2-TZVPD) for a gas-phase ion, C4H6NO5 (charge -1).

Structure (XYZ):
```
16
C4H6NO5 | the OMol25 dataset | wB97M-V/def2-TZVPD
C -1.949 -1.374 -0.227
C 1.734 -0.652 0.366
C 0.159 0.997 -0.742
C 0.328 -0.421 -0.366
N -0.293 1.901 0.075
O -2.065 -1.004 -1.345
O -2.705 -1.890 0.512
O -0.355 3.131 -0.173
O -0.706 1.587 1.353
O -0.679 -0.842 0.437
H 2.462 -1.022 -0.322
H 2.120 0.213 0.738
H 1.750 -1.384 1.173
H 0.320 1.426 -1.720
H 0.480 -1.167 -1.217
H -0.599 0.500 1.458
```

The strongest force on any atom comes out at 0.0860 hartree/bohr. The value obtained for the HOMO energy is -5.0 eV. The LUMO energy is 3.600 eV. Its total charge is -1. As for the energy above the lowest of the compared OMol25 structures with the same formula, charge and spin: 2.458 eV. The HOMO-LUMO gap comes out at 8.59 eV. Its SMILES is C[C@H](/C=[N+](/[O-])O)OC(=O)[O-].